## w
Molecular formula: C49H109O3P3
Method: DFT, ωB97M-V/def2-TZVPD

The calculation puts the HOMO-LUMO gap at 8.8 eV. The LUMO energy is -3.1 eV. The value obtained for the highest occupied orbital energy is -11.8958 eV.

```
! RIJCOSX wB97M-V def2-TZVPD def2/J DEFGRID3
* xyz 2 1
C 0.724 3.999 -2.917
C 1.255 3.019 -1.879
C 2.429 2.126 -2.321
C 3.605 2.860 -2.947
P 4.946 1.865 -3.679
C 5.812 0.895 -2.363
C 6.200 1.681 -1.077
C 6.972 0.658 -0.198
C 6.063 -0.093 0.815
C 5.997 3.082 -4.485
C 7.152 2.430 -5.276
C 7.436 3.087 -6.667
C 8.119 4.432 -6.437
C 4.355 0.664 -4.957
C 3.923 1.186 -6.335
C 3.211 0.107 -7.119
C 2.787 0.466 -8.554
H 0.935 3.595 -3.906
H 1.084 5.004 -2.692
H -0.336 4.140 -2.700
H 0.479 2.264 -1.743
H 1.361 3.639 -0.987
H 2.146 1.221 -2.863
H 2.855 1.585 -1.469
H 4.127 3.480 -2.212
H 3.136 3.519 -3.682
H 6.636 0.355 -2.834
H 5.100 0.085 -2.181
H 5.293 2.119 -0.666
H 6.960 2.449 -1.225
H 7.557 1.222 0.534
H 7.717 -0.005 -0.636
H 5.332 0.567 1.282
H 6.645 -0.582 1.596
H 5.449 -0.884 0.374
H 6.405 3.732 -3.709
H 5.370 3.659 -5.166
H 6.969 1.375 -5.523
H 8.061 2.124 -4.750
H 6.494 3.159 -7.208
H 8.144 2.413 -7.149
H 7.496 5.110 -5.846
H 8.186 4.919 -7.410
H 9.029 4.379 -5.841
H 3.727 -0.154 -4.602
H 5.295 0.115 -5.098
H 4.743 1.623 -6.907
H 3.316 2.074 -6.123
H 2.319 -0.278 -6.621
H 3.927 -0.706 -7.258
H 3.540 0.082 -9.238
H 2.720 1.556 -8.587
H 1.779 0.140 -8.803
C -0.676 4.518 3.717
C -0.664 3.806 2.375
C -2.069 3.383 1.990
C -2.682 2.150 2.753
P -4.504 2.048 2.731
C -5.246 3.427 3.614
C -4.459 3.677 4.900
C -5.076 4.755 5.892
C -4.580 6.142 5.530
C -4.943 2.316 0.919
C -4.205 1.437 -0.101
C -4.369 1.855 -1.579
C -5.775 2.184 -1.979
C -4.938 0.452 3.389
C -5.657 -0.535 2.423
C -4.988 -1.911 2.178
C -5.960 -2.935 1.558
H -1.036 3.823 4.476
H -1.470 5.270 3.718
H 0.265 5.018 3.934
H -0.086 2.882 2.474
H -0.254 4.330 1.513
H -2.124 3.270 0.901
H -2.759 4.238 1.955
H -2.201 2.132 3.732
H -2.185 1.305 2.267
H -6.301 3.193 3.780
H -5.301 4.364 3.057
H -3.435 3.986 4.699
H -4.556 2.845 5.602
H -4.754 4.593 6.919
H -6.163 4.684 5.825
H -4.396 6.338 4.469
H -3.616 6.311 6.013
H -5.252 6.958 5.798
H -4.481 3.296 0.766
H -6.001 2.337 0.662
H -4.453 0.373 -0.084
H -3.127 1.428 0.077
H -4.036 1.003 -2.177
H -3.678 2.669 -1.806
H -6.563 1.449 -1.799
H -5.853 2.249 -3.066
H -5.998 3.128 -1.480
H -5.692 0.676 4.148
H -4.078 0.101 3.961
H -6.074 -0.013 1.562
H -6.580 -0.707 2.986
H -4.385 -2.138 3.053
H -4.378 -1.529 1.351
H -6.765 -3.195 2.246
H -5.365 -3.760 1.173
H -6.487 -2.538 0.689
C -0.122 -0.669 4.252
C -0.923 -1.983 4.502
C -1.499 -2.646 3.212
C -0.314 -3.223 2.466
P -0.684 -4.295 1.012
C 0.818 -4.244 -0.067
C 2.108 -4.328 0.761
C 3.209 -3.784 -0.175
C 4.644 -4.077 0.296
C -0.805 -6.018 1.663
C -1.732 -6.334 2.830
C -0.995 -6.692 4.113
C -1.992 -7.066 5.227
C -2.263 -3.955 0.355
C -2.603 -4.684 -0.989
C -3.900 -4.088 -1.536
C -3.780 -2.636 -2.053
H -0.887 0.058 3.976
H 0.628 -0.849 3.489
H 0.220 -0.333 5.230
H -1.824 -1.810 5.095
H -0.268 -2.656 5.056
H -2.080 -1.901 2.663
H -2.284 -3.358 3.475
H 0.202 -3.927 3.123
H 0.401 -2.490 2.098
H 0.639 -3.279 -0.550
H 0.718 -5.128 -0.698
H 2.163 -5.329 1.183
H 1.985 -3.575 1.539
H 3.176 -2.697 -0.270
H 3.188 -4.140 -1.207
H 4.843 -5.148 0.214
H 4.855 -3.699 1.296
H 5.410 -3.677 -0.372
H 0.223 -6.335 1.866
H -1.070 -6.698 0.849
H -2.357 -7.159 2.494
H -2.305 -5.414 2.974
H -0.301 -5.946 4.508
H -0.307 -7.503 3.858
H -2.643 -7.878 4.901
H -2.557 -6.204 5.574
H -1.417 -7.497 6.048
H -2.347 -2.865 0.316
H -3.018 -4.187 1.111
H -2.722 -5.761 -0.858
H -1.811 -4.620 -1.738
H -4.692 -4.130 -0.790
H -4.159 -4.785 -2.335
H -4.731 -2.179 -1.769
H -3.784 -2.681 -3.141
H -2.993 -1.983 -1.676
O 0.165 0.560 1.140
C 0.333 -0.345 0.108
O 1.332 -0.255 -0.654
O -0.536 -1.228 -0.108
H 0.870 1.055 0.652
*
```

## x
Molecular formula: C49H109O3P3
Method: DFT, ωB97M-V/def2-TZVPD

The calculation puts the HOMO-LUMO gap at 10.3 eV. The LUMO energy is -3.3 eV. The value obtained for the highest occupied orbital energy is -13.5547 eV.

```
! RIJCOSX wB97M-V def2-TZVPD def2/J DEFGRID3
* xyz 2 1
C 8.006 1.199 -4.261
C 7.299 1.287 -2.903
C 5.837 0.964 -2.858
C 5.254 1.539 -1.569
P 3.442 1.491 -1.400
C 2.954 2.198 0.196
C 3.538 3.624 0.523
C 3.611 3.864 1.969
C 2.229 4.024 2.619
C 2.533 2.391 -2.746
C 2.862 3.949 -2.882
C 1.646 4.699 -2.312
C 2.027 6.075 -1.803
C 2.799 -0.203 -1.400
C 3.588 -1.092 -0.428
C 3.338 -2.568 -0.663
C 3.922 -3.092 -1.997
H 7.535 1.720 -5.052
H 8.152 0.077 -4.445
H 8.989 1.589 -4.093
H 7.454 2.300 -2.499
H 7.854 0.615 -2.245
H 5.591 -0.114 -2.917
H 5.420 1.469 -3.744
H 5.588 2.604 -1.451
H 5.647 1.071 -0.628
H 3.119 1.570 1.055
H 1.896 2.292 0.148
H 3.016 4.420 0.010
H 4.522 3.727 -0.063
H 4.252 4.725 2.229
H 4.121 3.025 2.386
H 1.684 4.718 1.992
H 2.392 4.278 3.677
H 1.660 3.092 2.656
H 1.489 2.233 -2.480
H 2.781 1.777 -3.626
H 2.946 4.243 -3.971
H 3.759 4.121 -2.302
H 1.189 4.113 -1.559
H 0.957 4.837 -3.123
H 2.289 6.675 -2.589
H 2.971 6.040 -1.189
H 1.176 6.547 -1.254
H 2.830 -0.465 -2.473
H 1.763 -0.139 -1.104
H 3.284 -0.866 0.597
H 4.647 -0.745 -0.553
H 2.271 -2.823 -0.810
H 3.806 -3.101 0.163
H 4.095 -4.127 -1.837
H 4.867 -2.528 -2.212
H 3.260 -2.957 -2.817
C -2.773 -2.046 8.201
C -3.368 -2.196 6.800
C -2.416 -1.772 5.579
C -2.182 -0.258 5.522
P -1.973 0.363 3.847
C -1.995 2.193 3.824
C -1.665 2.855 5.127
C -1.286 4.328 4.898
C -2.407 5.163 4.252
C -0.355 -0.185 3.303
C 0.828 0.504 4.064
C 2.185 0.385 3.313
C 2.772 -1.005 3.255
C -3.124 -0.206 2.630
C -4.604 0.133 2.983
C -5.742 -0.449 2.225
C -6.995 0.417 2.360
H -1.826 -2.599 8.215
H -3.445 -2.453 8.939
H -2.555 -0.990 8.422
H -4.319 -1.654 6.747
H -3.766 -3.213 6.667
H -2.898 -2.155 4.656
H -1.458 -2.238 5.615
H -1.292 0.042 6.055
H -3.029 0.257 5.997
H -2.927 2.524 3.325
H -1.204 2.439 3.060
H -0.784 2.293 5.437
H -2.398 2.644 5.928
H -0.529 4.418 4.183
H -0.972 4.870 5.813
H -2.496 4.808 3.206
H -2.196 6.217 4.218
H -3.381 5.141 4.798
H -0.358 -0.067 2.206
H -0.433 -1.237 3.518
H 0.921 0.100 5.094
H 0.564 1.596 4.149
H 2.934 1.038 3.770
H 1.948 0.841 2.345
H 3.554 -1.077 2.465
H 2.073 -1.832 3.133
H 3.220 -1.255 4.222
H -2.932 -1.273 2.514
H -2.900 0.426 1.765
H -4.542 1.240 2.908
H -4.846 -0.061 4.049
H -5.921 -1.411 2.640
H -5.586 -0.626 1.127
H -7.107 1.255 1.738
H -7.108 0.738 3.383
H -7.941 -0.073 2.085
C 2.475 -0.361 -5.895
C 1.115 -1.096 -5.993
C 0.418 -1.227 -4.653
C -0.795 -2.161 -4.662
P -1.691 -2.380 -3.095
C -3.101 -3.411 -3.508
C -2.721 -4.832 -3.821
C -3.725 -5.925 -3.408
C -3.192 -7.290 -3.764
C -0.586 -3.098 -1.902
C -1.368 -3.582 -0.651
C -0.429 -3.911 0.564
C -1.183 -4.459 1.698
C -2.136 -0.728 -2.561
C -3.256 -0.024 -3.327
C -3.858 1.147 -2.528
C -4.811 2.009 -3.357
H 2.850 -0.257 -6.919
H 3.266 -0.939 -5.336
H 2.301 0.677 -5.548
H 1.277 -2.173 -6.330
H 0.424 -0.591 -6.706
H 0.152 -0.219 -4.316
H 1.075 -1.615 -3.860
H -0.538 -3.103 -5.137
H -1.641 -1.724 -5.294
H -3.532 -2.896 -4.337
H -3.767 -3.319 -2.648
H -1.807 -5.163 -3.399
H -2.503 -4.824 -4.882
H -4.750 -5.926 -3.741
H -3.878 -5.823 -2.299
H -2.185 -7.626 -3.472
H -3.104 -7.431 -4.833
H -3.992 -8.015 -3.515
H 0.113 -2.280 -1.473
H 0.039 -3.911 -2.323
H -1.853 -4.496 -0.906
H -2.008 -2.737 -0.309
H 0.198 -3.060 0.875
H 0.294 -4.644 0.207
H -2.041 -3.854 1.997
H -0.584 -4.478 2.615
H -1.472 -5.456 1.499
H -1.088 -0.312 -2.841
H -2.089 -0.836 -1.504
H -4.073 -0.776 -3.541
H -2.907 0.333 -4.334
H -3.042 1.801 -2.169
H -4.356 0.869 -1.621
H -4.353 2.432 -4.260
H -5.045 2.885 -2.752
H -5.725 1.546 -3.623
O -1.322 1.697 0.563
C -0.662 0.838 -0.331
O 0.003 1.271 -1.265
O -0.783 -0.357 0.070
H -1.169 2.563 0.321
*
```

x (50.1 kcal/mol below the next structure)

## w
Molecular formula: C5H8NO
Method: DFT, ωB97M-V/def2-TZVPD

The calculation puts the HOMO-LUMO gap at 9.6 eV. The LUMO energy is -4.1 eV. The value obtained for the highest occupied orbital energy is -13.7622 eV.

```
! RIJCOSX wB97M-V def2-TZVPD def2/J DEFGRID3
* xyz 1 1
C -0.702 -1.273 0.299
C 1.086 -2.648 1.300
C 0.325 -0.952 -0.534
C 0.373 2.078 -0.310
C -1.085 2.099 -0.693
N 0.512 -1.735 0.652
O 1.108 1.113 -0.525
H -1.709 -1.021 0.444
H 2.170 -2.758 1.208
H 0.588 -3.113 2.136
H 1.005 -1.039 -1.385
H 0.793 3.038 -0.009
H -1.618 2.800 -0.044
H -1.580 1.034 -0.759
H -1.266 2.378 -1.781
*
```

## x
Molecular formula: C5H8NO
Method: DFT, ωB97M-V/def2-TZVPD

The calculation puts the HOMO-LUMO gap at 9.2 eV. The LUMO energy is -4.2 eV. The value obtained for the highest occupied orbital energy is -13.4433 eV.

```
! RIJCOSX wB97M-V def2-TZVPD def2/J DEFGRID3
* xyz 1 1
C -0.407 -0.944 -0.619
C 2.998 1.068 -0.244
C 1.850 -1.101 0.272
C -1.471 -0.346 -0.485
C -3.522 0.104 0.561
N 2.504 -0.165 0.093
O -2.376 0.491 -0.206
H 0.061 -1.641 -1.261
H 3.623 1.421 0.580
H 2.184 1.777 -0.424
H 3.609 0.971 -1.144
H 1.599 -2.071 0.615
H -3.780 0.959 1.183
H -3.316 -0.769 1.180
H -4.347 -0.109 -0.123
*
```

## y
Molecular formula: C5H8NO
Method: DFT, ωB97M-V/def2-TZVPD

As for the SMILES: C=C1[N@@H+]2[C@@H](O)[C@]12C. The calculation puts the HOMO-LUMO gap at 11.1 eV. The LUMO energy is -3.5 eV. The value obtained for the highest occupied orbital energy is -14.6365 eV.

```
! RIJCOSX wB97M-V def2-TZVPD def2/J DEFGRID3
* xyz 1 1
C -0.209 -1.677 1.921
C -0.181 -1.034 0.782
N -0.174 -1.035 -0.612
C 1.064 -0.201 -0.902
O 1.040 0.418 -2.110
C 0.184 0.395 0.129
C -0.564 1.673 -0.188
H -0.417 -2.726 2.109
H -0.250 -1.003 2.778
H -0.977 -1.289 -1.205
H 2.020 -0.812 -0.621
H 1.818 0.083 -2.692
H -0.532 1.823 -1.282
H -0.249 2.479 0.499
H -1.650 1.565 0.011
*
```

y (21.9 kcal/mol below the next structure)

## w
Molecular formula: C5H8NO
Method: DFT, ωB97M-V/def2-TZVPD

As for the SMILES: [NH3+][C@H]1O[C@@H]1C1C=C1. The calculation puts the HOMO-LUMO gap at 9.2 eV. The LUMO energy is -4.0 eV. The value obtained for the highest occupied orbital energy is -13.2530 eV.

```
! RIJCOSX wB97M-V def2-TZVPD def2/J DEFGRID3
* xyz 1 1
N -0.375 -0.051 2.385
C -0.540 0.608 1.123
O 0.486 1.462 0.708
C 0.429 0.262 0.011
C 0.092 0.386 -1.595
C 0.839 -0.633 -2.364
C -0.467 -0.769 -2.336
H 0.654 -0.415 2.428
H -0.829 -1.029 2.261
H -0.467 0.533 3.237
H -1.476 0.969 0.936
H 1.158 -0.433 0.304
H -0.099 1.393 -1.738
H 1.813 -0.737 -2.906
H -1.219 -1.546 -2.455
*
```

## x
Molecular formula: C5H8NO
Method: DFT, ωB97M-V/def2-TZVPD

The calculation puts the HOMO-LUMO gap at 9.0 eV. The LUMO energy is -5.6 eV. The value obtained for the highest occupied orbital energy is -14.6547 eV.

```
! RIJCOSX wB97M-V def2-TZVPD def2/J DEFGRID3
* xyz 1 1
C -0.791 -0.598 -0.221
C -1.929 -0.561 -0.871
C 0.878 -1.029 0.874
C 0.261 0.266 0.402
C 0.507 1.617 0.556
N -0.077 -1.745 0.331
O 1.757 -0.271 -0.813
H -2.425 -1.430 -0.972
H -2.458 0.392 -1.366
H 1.682 -1.277 1.538
H -0.418 2.113 0.145
H 1.322 2.010 -0.080
H 0.873 1.816 1.546
H 0.085 -2.683 -0.007
H 1.503 -0.746 -1.656
*
```

## y
Molecular formula: C5H8NO
Method: DFT, ωB97M-V/def2-TZVPD

As for the SMILES: C#CC[C@]1(O)C[NH2+]1. The calculation puts the HOMO-LUMO gap at 11.1 eV. The LUMO energy is -3.2 eV. The value obtained for the highest occupied orbital energy is -14.3723 eV.

```
! RIJCOSX wB97M-V def2-TZVPD def2/J DEFGRID3
* xyz 1 1
C 2.704 0.355 -0.186
C 1.723 -0.322 0.083
C 0.707 -1.289 0.163
C -0.811 -0.297 0.022
O -2.024 -1.076 0.156
C -0.798 1.024 -0.635
N -0.751 0.948 0.808
H 3.368 1.026 -0.503
H 0.705 -1.861 -0.740
H 0.505 -1.865 1.075
H -2.203 -1.315 -0.761
H 0.117 1.268 -1.047
H -1.759 1.160 -1.070
H 0.168 1.104 1.353
H -1.651 1.139 1.280
*
```

## z
Molecular formula: C5H8NO
Method: DFT, ωB97M-V/def2-TZVPD

The calculation puts the HOMO-LUMO gap (spin up / spin down) at 5.2 / 9.1 eV. The LUMO energy (spin up / spin down) is -7.2 / -6.0 eV. The value obtained for the highest occupied orbital energy (spin up / spin down) is -12.4213 / -15.1156 eV.

```
! RIJCOSX wB97M-V def2-TZVPD def2/J DEFGRID3
* xyz 1 1
C -2.409 -0.214 -0.422
C -2.138 1.283 1.182
C 0.843 -0.176 -0.089
C 1.263 -1.492 -0.014
C 1.592 0.780 -0.723
N -2.109 -1.289 -0.744
O -2.494 1.008 -0.044
H -2.322 2.336 1.263
H -2.079 0.452 1.872
H 2.331 -1.720 0.100
H 1.121 -2.180 -0.891
H 0.821 -1.984 0.881
H 1.766 1.344 0.172
H 1.141 1.433 -1.422
H 2.671 0.418 -1.122
*
```

y (20.1 kcal/mol below the next structure)